No. 1
Formula: C54H47AsN8O5S2W
Source: the Open Molecules 2025 dataset
Level of theory: wB97M-V/def2-TZVPD

The LUMO energy (spin up / spin down) comes out at -6.58 / -7.25 eV. As for the highest occupied orbital energy (spin up / spin down): -0.419 / -0.419 Ha. Its total charge is +2. The spin multiplicity is 3.

Last column: Löwdin charge in e.
Element x y z (Å)
1 W -0.256402 -0.118310 -0.334068  1.7021
2 O 1.774502 -1.275209 0.594598  -0.1990
3 C 1.643606 -2.696971 0.619092  -0.1369
4 C 0.791607 -3.138351 -0.538641  -0.2220
5 C 0.985938 -4.377904 -1.103939  -0.0019
6 C 0.176273 -4.815747 -2.147068  -0.0068
7 C -0.811911 -3.929211 -2.575459  -0.0231
8 C -0.955077 -2.706533 -1.976827  -0.1216
9 N -0.171965 -2.229276 -0.940664  -0.0204
10 H 2.353789 -1.057445 -0.165501  0.0796
11 H 1.180959 -2.966952 1.577994  0.1326
12 H 2.631499 -3.170272 0.582497  0.1461
13 H 1.769095 -5.006581 -0.707979  0.1335
14 H 0.293464 -5.787388 -2.592502  0.1295
15 H -1.483930 -4.202169 -3.373608  0.1284
16 H -1.729131 -2.043055 -2.334462  0.0955
17 C 2.688089 2.524476 1.699886  -0.0010
18 C 1.848779 3.448182 2.349666  0.0051
19 C 0.509275 3.367987 2.109720  0.0161
20 C -0.017842 2.390662 1.235132  -0.2382
21 N 0.805355 1.433493 0.646027  -0.0399
22 C 2.135443 1.565783 0.900266  -0.0966
23 C -1.358903 2.404369 0.772894  -0.2242
24 C -2.300308 3.402011 1.118805  0.0283
25 C -3.468043 3.530137 0.425874  0.0077
26 C -3.688414 2.670764 -0.671503  -0.0066
27 C -2.785601 1.683867 -0.932746  -0.1200
28 N -1.652602 1.453517 -0.201571  -0.0602
29 H 3.755265 2.568831 1.829045  0.1291
30 H 2.256715 4.208468 2.994671  0.1342
31 H -0.159708 4.083630 2.554243  0.1236
32 H 2.797284 0.861648 0.411526  0.1116
33 H -2.061908 4.095423 1.907985  0.1214
34 H -4.188947 4.293014 0.669281  0.1330
35 H -4.555836 2.792205 -1.297894  0.1308
36 H -2.936775 1.041815 -1.793699  0.1124
37 N -0.697295 -0.614045 1.673473  -0.4050
38 S -1.114847 0.291139 3.004354  1.1667
39 C -1.580321 -0.895972 4.285349  -0.3798
40 C -2.399950 -0.429480 5.301659  -0.0798
41 C -2.690283 -1.267871 6.365106  -0.0457
42 C -2.187290 -2.559258 6.387295  -0.0287
43 C -1.386965 -3.016507 5.354540  -0.0430
44 C -1.057033 -2.176109 4.303400  -0.0897
45 C 0.465362 0.664634 3.826075  -0.3782
46 C 0.456912 1.605285 4.843110  -0.0793
47 C 1.631834 1.854116 5.533759  -0.0478
48 C 2.799994 1.192667 5.184583  -0.0534
49 C 2.796146 0.263464 4.158336  -0.0565
50 C 1.617044 -0.014135 3.485509  -0.0916
51 H -0.928927 -1.583374 1.899449  0.0161
52 H -2.827148 0.559868 5.267864  0.1188
53 H -3.326507 -0.908543 7.155918  0.1248
54 H -2.436498 -3.214964 7.204487  0.1257
55 H -1.000967 -4.024103 5.366058  0.1147
56 H -0.385603 -2.529980 3.530823  0.0930
57 H -0.456098 2.120185 5.100416  0.1213
58 H 1.629398 2.551580 6.357196  0.1197
59 H 3.711555 1.397521 5.723887  0.1163
60 H 3.701927 -0.261563 3.896338  0.1167
61 H 1.587682 -0.752165 2.702353  0.0783
62 N 0.480077 0.155615 -6.111593  0.0318
63 C -0.578908 0.865155 -5.709850  -0.1084
64 N -1.123420 0.558768 -4.542209  0.1211
65 C -0.906524 0.196478 -3.396138  -0.3630
66 N -0.900685 0.064213 -2.200670  -0.1030
67 O 1.637591 0.073797 -1.507594  -0.5784
68 As 1.934381 0.559720 -3.099806  1.3319
69 C 1.151936 2.287314 -3.525347  -0.3284
70 C 0.310536 2.913775 -2.620592  -0.1063
71 C -0.249852 4.137914 -2.944312  -0.0505
72 C 0.030958 4.721123 -4.170139  -0.0376
73 C 0.906214 4.108986 -5.056031  -0.0411
74 C 1.480699 2.891111 -4.734772  -0.1043
75 C 1.574497 -1.003036 -4.228479  -0.2192
76 C 1.014497 -1.011941 -5.507878  -0.2333
77 C 0.937201 -2.224986 -6.191957  0.0130
78 C 1.424732 -3.392017 -5.638849  -0.0359
79 C 2.002177 -3.376778 -4.377009  -0.0734
80 C 2.066965 -2.186818 -3.680839  -0.1252
81 C 3.866069 0.892329 -3.212146  -0.2814
82 C 4.331416 2.122713 -2.751965  -0.1005
83 C 5.677188 2.433766 -2.851276  -0.0580
84 C 6.558548 1.522964 -3.412306  -0.0496
85 C 6.098798 0.296298 -3.863909  -0.0555
86 C 4.752154 -0.022779 -3.772562  -0.0833
87 H 0.097302 2.437043 -1.661581  0.0651
88 H -0.919892 4.617104 -2.245356  0.1085
89 H -0.433056 5.661282 -4.424174  0.1188
90 H 1.133995 4.576632 -6.000917  0.1209
91 H 2.184833 2.409009 -5.407990  0.1177
92 H 0.748289 0.309093 -7.077076  0.1413
93 H 0.494993 -2.237639 -7.176060  0.1291
94 H 1.361571 -4.316576 -6.190772  0.1215
95 H 2.416328 -4.275127 -3.945958  0.1152
96 H 2.521734 -2.156111 -2.693130  0.1042
97 H 3.634800 2.839709 -2.325713  0.1063
98 H 6.039349 3.388249 -2.500278  0.1152
99 H 7.605022 1.769039 -3.504824  0.1183
100 H 6.788935 -0.411491 -4.295593  0.1159
101 H 4.391910 -0.974430 -4.150133  0.0976
102 N -2.800772 -1.278902 -0.113508  0.0380
103 C -3.500249 -1.338958 1.148751  -0.3322
104 C -3.648355 -2.551322 1.814115  -0.0306
105 C -4.323327 -2.596554 3.027011  -0.0311
106 C -4.826304 -1.429011 3.553328  -0.2430
107 C -4.706960 -0.223871 2.898531  -0.0526
108 C -4.033763 -0.174145 1.691009  -0.0569
109 S -5.762561 -1.404524 5.136325  0.4198
110 O -5.169861 -2.511210 5.855409  -0.3341
111 O -5.443130 -0.085620 5.646434  -0.3466
112 O -7.094307 -1.594557 4.616731  -0.3060
113 H -2.743115 -2.238920 -0.454384  0.0735
114 H -3.393745 -0.768356 -0.769912  0.0891
115 H -3.259962 -3.461529 1.376483  0.1115
116 H -4.471436 -3.520538 3.560798  0.1260
117 H -5.151122 0.651201 3.345236  0.1220
118 H -3.950138 0.756047 1.153017  0.0805

Forces on atoms 1 to 6 (eV/Å):
1.26 0.03 0.65
0.30 -0.48 -0.45
0.11 0.07 0.17
-0.84 1.38 0.24
-0.28 -0.45 -0.38
-0.22 0.93 0.52

***

No. 2
Formula: C3H7PSi
Source: the Open Molecules 2025 dataset
Level of theory: wB97M-V/def2-TZVPD

The LUMO energy comes out at 0.67 eV. As for the highest occupied orbital energy: -0.319 Ha. Its total charge is 0. The energy above the lowest of the compared OMol25 structures with the same formula, charge and spin is 0.449 eV. Its SMILES is CC#CP[SiH3].

Last column: Löwdin charge in e.
Element x y z (Å)
1 C -2.769123 -0.083539 -0.189941  -0.0999
2 C -1.425676 -0.621593 -0.001738  -0.1898
3 C -0.253888 -0.842976 -0.040841  -0.4962
4 P 1.440316 -1.243746 0.066267  0.5813
5 Si 2.373678 0.818015 -0.098271  0.3501
6 H -2.709284 0.299897 -1.113060  0.0249
7 H -3.377413 -1.012197 -0.124823  0.0867
8 H -3.111244 0.649638 0.668915  0.1264
9 H 1.405316 -1.584681 1.519093  -0.0599
10 H 2.087025 1.675922 -1.418390  -0.0828
11 H 2.591491 1.848926 1.032640  -0.1172
12 H 3.748805 0.096335 -0.299850  -0.1235

Forces on atoms 1 to 6 (eV/Å):
-0.49 -2.02 5.26
-0.61 1.24 0.02
0.60 -0.51 0.44
-0.25 -0.36 0.88
1.98 0.54 -0.58
-0.73 1.79 -3.36

***

No. 3
Formula: C45H49AgF6N4O2PSb
Source: the Open Molecules 2025 dataset
Level of theory: wB97M-V/def2-TZVPD

The LUMO energy (spin up / spin down) comes out at -3.28 / -4.98 eV. As for the highest occupied orbital energy (spin up / spin down): -0.382 / -0.379 Ha. Its total charge is +1. The spin multiplicity is 2.

Last column: Löwdin charge in e.
Element x y z (Å)
1 Ag 11.155416 13.427675 12.268898  0.9333
2 C 12.605094 16.334921 18.970343  -0.0430
3 C 12.616362 15.977031 17.491774  -0.2468
4 C 13.763537 16.043388 16.710706  0.0446
5 C 13.812680 15.726717 15.315125  -0.1014
6 C 15.006056 15.855498 14.585747  0.0198
7 N 15.037309 15.634114 13.288023  0.0646
8 C 16.204912 15.742963 12.447642  -0.1605
9 C 17.144229 14.514222 12.480200  -0.1354
10 C 16.543090 13.109859 12.778717  -0.1478
11 N 15.543941 12.719100 11.808555  0.0645
12 C 15.602237 11.624521 11.075595  0.0123
13 C 14.494848 10.910027 10.610497  -0.1178
14 C 14.748875 9.760681 9.864145  0.0370
15 C 13.721932 8.868031 9.469198  -0.2414
16 C 14.120530 7.615980 8.697526  -0.0489
17 C 12.422247 9.212059 9.830001  0.0403
18 C 12.080610 10.357824 10.591451  -0.1170
19 C 10.712370 10.561585 11.034680  -0.0747
20 N 10.188390 11.555069 11.692953  -0.0318
21 C 8.774015 11.373716 12.025356  -0.2147
22 C 8.113037 12.534907 12.785099  -0.1806
23 C 8.720602 13.017205 14.091788  -0.2113
24 N 9.881010 13.928496 13.914117  -0.0337
25 C 10.331937 14.337983 15.092672  -0.0748
26 C 11.442833 15.143249 15.486420  -0.1213
27 C 11.435429 15.561349 16.854077  0.0622
28 C 12.567543 15.356600 14.605412  -0.2678
29 O 12.540219 15.207627 13.325321  -0.1486
30 C 13.092554 11.358432 10.832211  -0.3015
31 O 12.893820 12.588076 10.989923  -0.0986
32 H 13.470344 16.964735 19.208676  0.0776
33 H 12.592223 15.449228 19.644813  0.0983
34 H 11.740026 16.965291 19.189167  0.0789
35 H 14.658776 16.389748 17.197369  0.1208
36 H 15.894598 16.175168 15.106890  0.1513
37 H 14.102834 15.368628 12.895878  0.1043
38 H 16.814455 16.590434 12.769411  0.1216
39 H 15.876054 16.060037 11.435071  0.1273
40 H 17.987663 14.739114 13.171631  0.1216
41 H 17.619702 14.494187 11.484199  0.1148
42 H 16.060274 13.071104 13.762089  0.1075
43 H 17.351859 12.355290 12.752937  0.1380
44 H 14.596253 13.105018 11.944769  0.1149
45 H 16.611000 11.288486 10.775474  0.1598
46 H 15.771594 9.550347 9.553394  0.1296
47 H 15.105014 7.252156 9.020372  0.0803
48 H 14.143628 7.789913 7.619616  0.0809
49 H 13.425860 6.775987 8.920274  0.0890
50 H 11.610167 8.528347 9.552329  0.1325
51 H 10.013640 9.736504 10.752840  0.1482
52 H 8.626308 10.465897 12.624652  0.1290
53 H 8.172363 11.231093 11.109837  0.1273
54 H 7.105586 12.188424 13.014733  0.1201
55 H 7.987876 13.350712 12.094851  0.0870
56 H 9.073336 12.204614 14.715694  0.1185
57 H 7.968636 13.554968 14.673865  0.1230
58 H 9.759125 14.054770 15.959718  0.1316
59 H 10.492257 15.641559 17.372420  0.1297
60 F 13.459277 12.684116 13.664452  -0.2062
61 P 13.292155 11.479258 14.777656  0.2247
62 F 13.550269 10.379287 13.625572  -0.1349
63 F 12.955890 12.602432 15.896272  -0.1396
64 F 11.686907 11.451105 14.390844  -0.2027
65 F 13.043645 10.271771 15.900937  -0.1706
66 F 14.845991 11.579016 15.102388  -0.1286
67 C 10.409835 13.402561 7.972323  -0.0753
68 C 9.028225 13.959065 8.235020  -0.3036
69 C 7.861726 13.413264 7.641446  -0.0384
70 C 6.636613 14.078338 7.783101  -0.0878
71 C 6.539588 15.201145 8.577441  -0.0917
72 C 7.675001 15.758496 9.152797  -0.1577
73 C 8.873550 15.084722 9.086216  -0.3355
74 Sb 10.469494 15.601424 10.491705  1.5544
75 C 11.893146 16.599896 9.126439  -0.3291
76 C 13.190341 16.087990 9.106539  -0.1602
77 C 14.111788 16.623507 8.226140  -0.1115
78 C 13.782630 17.648096 7.353218  -0.0818
79 C 12.491357 18.158422 7.381108  -0.0447
80 C 11.511897 17.643832 8.256757  -0.2823
81 C 10.085298 18.197826 8.237090  -0.0459
82 C 9.668718 17.214168 11.769343  -0.3188
83 C 8.412258 17.025094 12.349452  -0.1642
84 C 7.862802 18.003864 13.144532  -0.1097
85 C 8.494512 19.225307 13.375528  -0.0795
86 C 9.807849 19.370560 12.925018  -0.0397
87 C 10.422229 18.344370 12.136344  -0.2933
88 C 11.886615 18.520777 11.770207  -0.0645
89 H 10.416832 12.608027 7.173197  0.0941
90 H 10.823365 12.906645 8.917609  0.0678
91 H 11.092110 14.184909 7.599403  0.0751
92 H 7.866252 12.458019 7.087118  0.1167
93 H 5.753703 13.743355 7.243436  0.1075
94 H 5.576673 15.736908 8.659841  0.1167
95 H 7.573621 16.711040 9.642076  0.0911
96 H 13.547396 15.338643 9.826445  0.0860
97 H 15.153694 16.231776 8.216630  0.1115
98 H 14.491001 18.045230 6.600636  0.1182
99 H 12.213856 18.963961 6.697014  0.1148
100 H 10.016649 19.075339 7.590168  0.0795
101 H 9.719922 18.462511 9.244172  0.0717
102 H 9.413806 17.460463 7.777893  0.0735
103 H 7.822822 16.109241 12.213164  0.0963
104 H 6.864813 17.855516 13.605734  0.1149
105 H 8.003345 20.034207 13.965229  0.1193
106 H 10.414126 20.245516 13.214663  0.1156
107 H 12.369231 19.221337 12.482194  0.0837
108 H 12.050255 18.979898 10.761824  0.0930
109 H 12.408642 17.551597 11.835465  0.0492

Forces on atoms 1 to 6 (eV/Å):
0.88 0.03 -0.15
0.20 0.16 -0.13
-0.25 0.04 -0.18
-0.44 -0.38 -0.52
-1.49 0.27 0.25
-0.63 -0.08 -0.71

***

No. 4
Formula: C2H3N3S2
Source: the Open Molecules 2025 dataset
Level of theory: wB97M-V/def2-TZVPD

The LUMO energy comes out at 0.44 eV. As for the highest occupied orbital energy: -0.320 Ha. Its total charge is 0. The energy above the lowest of the compared OMol25 structures with the same formula, charge and spin is 0.021 eV. Its SMILES is Sc1nnc(S)[nH]1.

Last column: Löwdin charge in e.
Element x y z (Å)
1 S -2.732613 -0.475135 -0.006946  0.7952
2 C -1.068189 0.126225 0.005573  -0.7826
3 N -0.689989 1.354258 0.001587  0.0091
4 N 0.685289 1.353267 -0.001107  0.0074
5 C 1.075753 0.121376 0.004797  -0.7814
6 S 2.730822 -0.474808 -0.004582  0.7927
7 N -0.003741 -0.715026 0.006409  0.0618
8 H -3.247241 0.742914 0.025348  -0.1332
9 H 3.282281 0.747442 -0.001102  -0.1181
10 H 0.007321 -1.724375 0.049765  0.1491

Forces on atoms 1 to 6 (eV/Å):
0.54 -0.31 0.01
-1.15 -0.59 0.00
-0.09 0.55 -0.03
0.41 0.37 0.01
0.39 -0.08 -0.02
-0.14 -0.03 0.01

***

| no. | total energy (eV) |
| --- | --- |
| 1 | -163236.9540 |
| 2 | -20387.3046 |
| 3 | -93644.6068 |
| 4 | -28262.7481 |